(1)
Computed, not measured: 7 unconnected molecules or ions with the total composition C22H46Br12NO3P in a non-equilibrium geometry, with the ωB97M-V functional and the def2-TZVPD basis.

Each line ends with the Mulliken charge.
Geometry (Å):
1 H 3.5120 -1.3100 -3.7210  0.304
2 N 3.8152 -0.6423 -3.0081  -0.828
3 C 3.5293 -1.0542 -1.8715  1.179
4 C 3.9428 -0.1821 -0.7214  -1.075
5 C 2.8028 -2.3603 -1.6032  -1.217
6 P 1.1149 -2.3304 -2.3838  0.341
7 O 0.6515 -1.0990 -1.2059  -0.560
8 C 1.6751 -3.5007 -3.7678  -1.392
9 O 0.6375 -3.6969 -4.7468  -0.067
10 C 0.9976 -4.4167 -5.7949  0.621
11 C -0.0651 -4.6750 -6.8317  -0.814
12 O 2.0570 -4.8703 -5.9438  -0.555
13 C -0.3612 -3.3449 -1.8790  0.207
14 C -1.5984 -2.8363 -2.6369  -0.955
15 C -0.2107 -4.8661 -1.9704  -0.280
16 C -1.2559 -5.5823 -1.0677  -1.129
17 H 4.3112 -0.7848 0.1039  0.334
18 H 4.7237 0.4682 -1.0845  0.430
19 H 3.0900 0.4380 -0.4561  0.007
20 H 3.3884 -3.1709 -2.0288  0.565
21 H 2.7327 -2.4725 -0.5290  0.406
22 H 0.8918 -1.3308 -3.3532  -0.170
23 H 0.7757 -1.4280 -0.3061  0.245
24 H 2.4958 -2.9985 -4.2877  0.695
25 H 2.1076 -4.4372 -3.4334  0.440
26 H 0.1704 -4.0585 -7.6922  0.329
27 H 0.0959 -5.6958 -7.1394  0.392
28 H -1.0656 -4.5131 -6.4494  -0.153
29 H -0.5606 -3.1190 -0.8372  0.892
30 H -1.4687 -2.8664 -3.7069  0.163
31 H -1.7970 -1.8325 -2.2779  0.388
32 H -2.4237 -3.4485 -2.2996  -0.148
33 H -0.4482 -5.1779 -2.9839  0.046
34 H 0.7962 -5.2177 -1.7752  0.459
35 H -1.9659 -6.1073 -1.6947  0.255
36 H -0.7541 -6.3094 -0.4409  0.357
37 H -1.8181 -4.8482 -0.5005  0.249
38 Br -2.5944 -2.0123 -6.2525  -0.106
39 C -3.7987 -3.4508 -6.7620  -0.587
40 C -4.7613 -3.8024 -5.6583  -0.658
41 Br -3.9160 -4.8553 -4.2500  -0.117
42 H -3.1775 -4.2897 -7.0598  0.347
43 H -4.3385 -3.0749 -7.6287  0.391
44 H -5.5578 -4.4353 -6.0445  0.383
45 H -5.1938 -2.9305 -5.1775  0.403
46 Br 0.9342 3.5651 4.0883  -0.157
47 C 2.3945 2.8974 2.9857  -0.629
48 C 2.0327 2.9066 1.5245  -0.287
49 Br 0.8370 1.4401 1.0698  -0.121
50 H 2.6395 1.9072 3.3563  0.400
51 H 3.2277 3.5713 3.1760  0.401
52 H 2.9204 2.7530 0.9131  0.332
53 H 1.5384 3.8229 1.2158  0.060
54 Br -5.1342 -4.3141 -0.9103  -0.108
55 C -6.3204 -5.7443 -1.4837  -0.594
56 C -7.3058 -6.1121 -0.4072  -0.621
57 Br -6.4729 -7.1783 0.9914  -0.140
58 H -5.6896 -6.5757 -1.7822  0.385
59 H -6.8374 -5.3532 -2.3578  0.332
60 H -8.0967 -6.7395 -0.8131  0.374
61 H -7.7448 -5.2456 0.0766  0.369
62 Br 0.4334 8.5422 3.9976  -0.098
63 C -0.9368 7.7845 2.8430  -0.602
64 C -0.4655 6.4998 2.2196  -0.264
65 Br 0.7875 6.8188 0.7633  -0.162
66 H -1.1963 8.5460 2.1144  0.377
67 H -1.7908 7.5996 3.4914  0.352
68 H -1.2975 5.9634 1.7675  0.412
69 H 0.0405 5.8532 2.9301  -0.016
70 Br 4.0532 8.1026 6.1061  -0.115
71 C 3.2834 9.6360 7.0224  -0.620
72 C 3.4735 10.9044 6.2352  -0.532
73 Br 5.2981 11.5682 6.3731  -0.152
74 H 3.7379 9.6754 8.0071  0.419
75 H 2.2242 9.4054 7.1233  0.307
76 H 2.8485 11.6991 6.6372  0.375
77 H 3.2628 10.7796 5.1776  0.310
78 Br -0.1649 2.3771 9.0070  -0.135
79 C 1.3901 3.0057 8.0192  -0.176
80 C 1.9392 4.2804 8.6015  -0.580
81 Br 0.8453 5.8159 8.1223  -0.123
82 H 1.0835 3.1132 6.9834  -0.060
83 H 2.1226 2.2049 8.0983  0.344
84 H 2.9246 4.4926 8.1908  0.328
85 H 1.9970 4.2610 9.6851  0.395

Force components x, y, z for each atom (eV/Å):
0.0 0.2 -0.1
0.5 0.2 -2.0
-0.3 -0.2 1.3
-0.1 -0.3 -0.3
0.0 0.0 -0.3
-0.7 0.3 0.5
0.1 0.1 -0.2
0.4 0.6 -0.3
-0.5 0.5 1.0
-3.1 0.4 -0.7
0.0 0.2 0.5
4.2 -1.4 -0.2
0.5 -0.3 -0.1
0.6 0.1 1.0
-0.9 -0.2 -0.3
0.6 0.3 -0.7
-0.1 0.1 0.3
0.3 0.2 0.0
-0.1 -0.1 0.4
0.2 -0.2 0.1
-0.2 -0.4 0.2
-0.1 -0.1 0.2
-0.1 0.2 -0.1
0.1 0.1 0.0
-0.2 -0.4 0.0
-0.3 0.3 -0.1
-0.2 -0.4 -0.1
-0.1 0.1 -0.1
0.2 0.2 0.3
-0.2 -0.1 -0.2
-0.1 0.3 -0.3
-0.3 -0.2 -0.3
0.3 0.1 -0.3
0.2 0.0 0.3
-0.2 -0.2 0.0
-0.2 0.0 0.4
0.0 -0.1 0.4
0.0 0.0 0.0
0.0 0.3 0.0
0.0 -0.3 0.1
-0.1 0.0 -0.4
-0.1 0.0 0.0
0.0 0.0 0.0
0.0 0.0 0.0
0.1 0.0 0.0
0.0 -0.2 0.1
0.1 0.3 0.1
0.0 -0.3 -0.1
-0.1 0.1 0.0
0.0 0.0 -0.1
0.0 0.0 0.0
0.0 0.0 0.1
0.0 0.0 0.0
0.0 0.0 0.2
0.0 0.3 -0.1
0.0 -0.3 0.1
0.0 0.1 0.0
0.0 0.0 0.0
0.0 0.0 0.0
0.0 0.0 0.0
0.0 0.0 0.0
0.0 0.1 0.0
0.0 0.0 0.2
-0.1 0.0 -0.2
0.1 0.0 0.1
0.0 0.0 0.0
0.0 -0.1 0.0
0.0 0.0 0.0
-0.1 0.1 0.0
0.0 0.0 0.0
-0.2 -0.2 -0.1
0.1 0.2 0.1
0.0 0.0 -0.1
0.0 0.1 0.0
0.0 0.0 0.0
0.0 0.0 0.0
0.0 -0.1 0.0
0.0 0.0 -0.1
0.0 -0.2 0.2
0.1 0.2 -0.2
0.0 0.0 0.0
0.0 0.0 0.0
0.0 0.0 0.0
0.0 0.0 0.0
0.0 -0.1 0.0

The LUMO energy is 0.25 eV. The value obtained for the frontier orbital gap is 9.56 eV. Its highest occupied orbital energy is -9.31 eV. Its SMILES is [H]/N=C(/C)C[PH](O)(COC(C)=O)[C@@H](C)CC.BrCCBr.BrCCBr.BrCCBr.BrCCBr.BrCCBr.BrCCBr. The multiplicity is 1.

***

(2)
Computed, not measured: 2 unconnected molecules or ions with the total composition C8H12IN2O6S in a non-equilibrium geometry, with the ωB97M-V functional and the def2-TZVPD basis.

Each line ends with the Mulliken charge.
Geometry (Å):
1 C 3.7864 0.5580 0.3364  -0.935
2 C 3.1728 1.6508 -0.6277  -0.208
3 C 2.1824 2.5949 0.1792  0.487
4 O 2.0322 3.7518 -0.1187  -0.553
5 O 1.4955 1.9782 1.2239  -0.362
6 C 0.0905 2.3174 1.2393  -0.791
7 C -0.6718 2.0244 -0.1056  -0.411
8 C -0.8995 0.4847 -0.2291  0.512
9 C -2.0463 -0.1538 -0.8442  -0.913
10 N -1.7638 -1.5279 -0.6469  0.217
11 C -0.5780 -1.6916 -0.0096  -0.203
12 I 0.4122 -3.4595 0.6133  0.220
13 N 0.0120 -0.4680 0.2603  0.280
14 H 4.3577 1.0598 1.1645  0.298
15 H 3.0213 -0.0993 0.8289  0.210
16 H 4.4354 -0.1165 -0.2861  0.297
17 H 3.9948 2.3073 -1.0030  0.305
18 H 2.5506 1.2130 -1.4565  0.233
19 H -0.0834 3.3703 1.5987  0.363
20 H -0.3795 1.6542 2.0245  0.430
21 H -0.2261 2.5024 -1.0149  0.308
22 H -1.7009 2.4792 0.0117  0.367
23 H -2.9390 0.3071 -1.3207  0.346
24 H -2.3753 -2.3761 -0.9537  0.323
25 H 0.9130 -0.3556 0.7161  0.084
26 O -3.6300 -2.9870 -1.4125  -0.834
27 S -3.7702 -4.0140 -0.3119  1.162
28 O -3.4426 -3.3520 0.9813  -0.748
29 O -2.8057 -5.1134 -0.5568  -0.722
30 O -5.1449 -4.5385 -0.2803  -0.765

Force components x, y, z for each atom (eV/Å):
-0.1 -0.1 -0.6
-0.6 0.1 1.9
0.9 -0.1 -0.6
-0.3 -0.8 0.4
0.0 0.1 -1.6
-1.5 0.5 0.7
-0.5 -0.7 0.8
-1.6 1.1 -1.5
4.0 -0.4 2.4
2.9 1.3 1.1
-0.6 0.6 -0.3
-1.0 0.9 -0.5
-2.9 -0.9 -1.4
-0.4 -0.6 -0.9
0.6 0.7 -0.6
-0.4 0.7 0.8
-0.9 -0.6 0.0
0.8 0.4 0.7
0.5 -0.9 -0.6
0.7 0.6 -0.8
-0.1 -0.5 0.9
1.1 -0.4 -0.1
0.9 -0.9 0.6
-2.1 -0.4 -0.7
-0.5 0.2 -0.1
0.9 0.7 -0.3
-0.9 -2.1 1.5
0.4 0.5 -0.3
0.3 0.5 -0.3
0.2 0.5 -0.4

The LUMO energy is 1.95 eV. The value obtained for the frontier orbital gap is 5.18 eV. Its highest occupied orbital energy is -3.23 eV. The net charge is -1. The multiplicity is 1.

***

(3)
Computed, not measured: a gas-phase ion, C6H9N2O (charge +1) in a non-equilibrium geometry, with the ωB97M-V functional and the def2-TZVPD basis.

Each line ends with the Mulliken charge.
Geometry (Å):
1 N 1.7120 0.1251 1.0444  -0.487
2 C 0.8116 0.4055 -0.0558  0.578
3 C 1.0449 -0.3944 -1.4487  -0.731
4 C -0.1041 -0.6248 -2.1175  -0.318
5 C -1.3542 -0.4786 -1.4849  -0.495
6 C -1.6453 -0.0768 -0.2417  -0.633
7 C -0.6022 0.6070 0.4744  0.631
8 N -0.5338 0.4901 1.9626  -0.335
9 O 0.2329 1.5880 0.0154  -0.441
10 H 2.0513 -0.8529 1.2407  0.300
11 H 2.4964 0.8219 0.7921  0.342
12 H 2.0389 -0.5211 -1.7914  0.443
13 H -0.0233 -1.0152 -3.1595  0.368
14 H -2.0700 -1.0856 -2.0502  0.335
15 H -2.6763 -0.2179 0.1944  0.329
16 H 0.7005 0.3879 2.0999  0.488
17 H -0.9649 -0.3712 2.0425  0.296
18 H -1.1145 1.2130 2.4833  0.329

Force components x, y, z for each atom (eV/Å):
2.5 1.7 0.0
1.0 -6.1 -1.9
-2.3 2.8 2.6
3.0 0.1 -0.9
-2.1 -1.8 -0.5
-1.7 0.6 -0.4
1.2 -1.3 1.3
0.1 2.8 -0.4
-0.7 3.9 -0.7
-0.3 1.4 -1.1
-0.8 -1.8 1.5
0.7 -0.4 -0.2
-0.4 0.2 1.1
-0.5 0.7 0.4
1.3 0.2 -0.5
-1.2 0.4 -0.9
-1.1 -2.4 1.3
1.2 -1.0 -0.8

The LUMO energy is -3.75 eV. The value obtained for the frontier orbital gap is 9.54 eV. Its highest occupied orbital energy is -13.29 eV. Its SMILES is N[C@@]12C=CC=C[C@]1([NH3+])O2. The net charge is +1. For the relative energy (zero: lowest compared OMol25 entry of this formula, charge and spin), the calculation gives 252.4 kJ/mol. The multiplicity is 1.

***

(4)
Computed, not measured: a molecular structure, C48H53N5O2P3SSi2Y in a non-equilibrium geometry, with the ωB97M-V functional and the def2-TZVPD basis.

Each line ends with the Mulliken charge.
Geometry (Å):
1 Y 15.1489 13.0948 14.2074  -0.335
2 C 13.8152 12.9133 18.9619  -0.929
3 Si 12.8953 11.2867 18.2050  0.194
4 C 11.2921 11.5517 19.2843  -1.160
5 C 13.8513 9.5447 18.6760  -1.122
6 N 12.5986 11.3511 16.4777  -0.183
7 P 11.8137 11.7919 15.2042  1.137
8 C 12.7244 12.7569 14.2047  -1.302
9 P 12.7327 13.2659 12.5257  1.613
10 N 14.0367 14.3660 12.4278  0.032
11 Si 14.0522 16.0228 11.4337  0.525
12 C 12.8358 16.1863 10.0044  -1.146
13 C 15.8119 16.0585 10.7507  -0.938
14 C 13.3182 17.4456 12.5234  -1.050
15 C 11.0585 13.9791 11.9890  1.342
16 C 10.3436 13.2116 10.9849  -0.532
17 C 9.0092 13.5132 10.6106  -0.654
18 C 8.2700 14.4738 11.2738  -0.568
19 C 8.9406 15.2979 12.1954  -0.711
20 C 10.2810 15.0465 12.6094  -0.556
21 C 13.3606 12.0878 11.1867  1.688
22 C 12.9609 11.9902 9.8327  -0.562
23 C 12.9663 10.7042 9.2391  -0.575
24 C 13.6464 9.6319 9.8708  -0.806
25 C 14.2986 9.8144 11.0333  -0.830
26 C 14.1143 11.0163 11.7129  -0.397
27 C 11.3091 10.1502 14.5665  -0.813
28 C 10.4435 9.2504 15.0935  -0.084
29 C 9.8133 8.4101 14.1766  -0.548
30 C 9.8225 8.5477 12.7531  -0.853
31 C 10.7692 9.4468 12.2460  0.008
32 C 11.5072 10.1895 13.1620  0.394
33 C 10.1484 12.5107 15.6750  0.473
34 C 9.8652 13.5337 16.6741  -0.261
35 C 8.6222 14.2023 16.7957  -0.690
36 C 7.5288 13.8490 16.0363  -0.449
37 C 7.7339 12.8367 15.1056  -0.660
38 C 8.9868 12.2483 14.8474  -0.268
39 H 13.9644 12.8781 20.0193  0.391
40 H 14.7558 13.1210 18.4482  0.158
41 H 13.0860 13.6552 18.6367  0.203
42 H 11.4523 11.5730 20.3834  0.376
43 H 10.9184 12.5351 19.0169  0.245
44 H 10.4122 10.9160 19.0827  0.318
45 H 14.8463 9.5273 18.2737  0.267
46 H 13.9867 9.3328 19.7226  0.366
47 H 13.2883 8.6868 18.2638  0.300
48 H 13.3542 16.5813 9.1047  0.421
49 H 12.4345 15.2004 9.6893  0.196
50 H 11.9699 16.8114 10.2771  0.249
51 H 15.7037 16.1160 9.6272  0.313
52 H 16.4634 16.8920 11.0091  0.402
53 H 16.4521 15.2476 10.9641  0.015
54 H 13.2449 16.9888 13.5248  0.189
55 H 13.9160 18.3395 12.6747  0.453
56 H 12.3142 17.7662 12.1325  0.280
57 H 10.8053 12.3490 10.5254  -0.031
58 H 8.6376 12.9606 9.7432  0.350
59 H 7.2346 14.7669 10.9479  0.290
60 H 8.3948 16.1334 12.6540  0.346
61 H 10.7759 15.4964 13.4654  0.635
62 H 12.7290 12.8735 9.2829  0.417
63 H 12.5873 10.6288 8.2048  0.322
64 H 13.5571 8.6241 9.3942  0.257
65 H 14.8424 9.0268 11.5159  0.573
66 H 14.5383 11.1506 12.7371  0.530
67 H 10.1497 9.2770 16.1289  0.466
68 H 9.0448 7.7333 14.6303  0.235
69 H 9.0648 8.0096 12.1607  0.321
70 H 11.0706 9.5896 11.2012  0.130
71 H 12.4435 10.7747 12.9332  -0.036
72 H 10.6859 13.9238 17.2870  0.363
73 H 8.5674 15.0315 17.5486  0.295
74 H 6.5563 14.3074 16.2264  0.374
75 H 6.8684 12.4693 14.5203  0.305
76 H 9.0422 11.6060 13.9686  0.243
77 N 19.0494 14.1601 14.5190  0.004
78 P 18.7603 13.0583 15.8502  0.579
79 C 20.3916 13.3693 16.6668  0.203
80 C 20.8895 14.6788 16.6061  -0.746
81 C 21.7759 15.0996 17.5733  -0.454
82 C 22.2445 14.2811 18.5184  -0.557
83 C 21.9535 12.8840 18.4116  -0.324
84 C 20.9941 12.4256 17.5246  -0.647
85 C 18.6115 11.4469 15.1724  0.297
86 C 19.6522 10.9114 14.4530  0.062
87 C 19.5488 9.7606 13.6967  -1.005
88 C 18.2583 9.0188 13.7312  -0.289
89 C 17.2474 9.3944 14.5628  -0.911
90 C 17.3808 10.6659 15.3847  0.086
91 C 18.5636 13.9026 13.2388  -0.389
92 C 19.6000 13.7847 12.2403  -0.850
93 C 19.3194 13.0863 11.0737  -0.604
94 C 17.9663 12.7263 10.7913  -1.113
95 C 17.0926 12.9359 11.8382  -1.037
96 N 17.3124 13.6196 13.0266  1.139
97 H 20.0988 14.2101 14.4257  0.287
98 H 20.3961 15.3856 15.9270  0.322
99 H 22.1221 16.1203 17.4585  0.326
100 H 22.9317 14.6094 19.3062  0.322
101 H 22.5636 12.1274 18.9222  0.307
102 H 20.7012 11.3822 17.4441  0.477
103 H 20.4998 11.5844 14.3903  0.336
104 H 20.2451 9.7924 12.8422  0.152
105 H 18.4269 8.1218 13.1381  0.378
106 H 16.3803 8.7360 14.6355  0.431
107 H 17.4199 10.2212 16.5125  -0.153
108 H 20.5701 14.2466 12.4698  0.409
109 H 20.1285 12.6722 10.4700  0.363
110 H 17.6131 12.4612 9.7935  0.421
111 H 16.0502 12.7061 11.6581  1.204
112 O 16.2158 11.4467 15.1877  -0.338
113 O 15.3304 16.2698 14.5749  -0.433
114 S 16.3326 15.6451 15.5398  0.025
115 N 16.2230 14.2131 16.0710  -0.229

Force components x, y, z for each atom (eV/Å):
1.1 -0.3 2.6
-0.4 -1.7 -2.2
0.5 0.2 -0.6
-0.2 -0.6 -0.1
-1.5 1.1 -0.7
0.7 0.3 3.6
0.4 -1.5 3.0
0.5 0.8 -3.6
1.3 3.2 1.5
-1.8 1.0 -1.5
-0.3 -2.2 2.6
-0.2 -1.0 -1.0
-0.4 1.5 -1.5
-0.1 -0.5 0.1
-2.3 -1.0 -1.2
-0.1 1.5 1.2
1.1 -0.8 0.0
0.0 1.5 -0.6
0.9 -0.3 0.9
0.6 -1.9 -1.0
-0.7 -1.2 0.5
0.6 -1.9 0.7
1.1 1.2 -0.2
-1.9 -0.8 -2.6
0.5 0.7 1.5
0.1 1.1 0.1
-0.1 2.5 -2.8
-0.4 -0.5 -0.7
-2.3 -0.9 -0.3
0.3 0.2 1.6
0.8 0.0 0.0
1.3 -0.6 0.7
-2.7 1.8 -0.7
0.7 -0.4 -1.2
1.4 0.3 1.0
0.2 -0.6 0.1
-0.5 -0.5 -0.8
0.7 0.5 1.1
-0.1 0.0 0.8
0.0 0.0 0.0
0.1 0.4 0.3
0.2 -0.1 -0.6
0.1 0.4 0.0
0.4 -0.2 0.0
0.5 0.2 -0.6
-0.2 0.3 0.7
0.2 0.4 0.0
-0.3 0.1 0.5
0.1 0.4 0.1
0.4 -0.2 -0.2
0.2 -0.1 0.9
-0.4 0.5 0.2
0.2 -1.4 0.4
-0.2 0.2 -0.3
0.3 0.1 -0.2
0.9 -0.4 0.4
0.0 0.2 0.0
-0.3 0.1 0.5
1.1 -0.6 0.4
0.3 -0.5 0.0
-0.4 0.6 -0.2
-0.8 0.4 -0.3
0.2 -0.2 0.7
0.4 0.9 0.4
0.3 -0.3 0.1
-0.5 -0.7 -0.8
0.1 -0.2 0.3
0.7 0.4 -0.6
0.7 0.2 0.2
-0.7 -0.3 0.2
-2.0 -0.7 -0.3
-0.2 -0.4 -0.2
0.0 -0.9 -0.8
0.2 -0.2 -0.3
0.6 0.4 0.2
0.2 -0.1 0.3
1.7 0.8 -1.8
-0.8 -1.2 1.9
-0.7 -0.1 -1.1
-1.1 -0.7 0.0
-0.2 2.1 -1.5
1.4 -2.7 1.5
0.2 0.1 0.0
0.2 0.8 -0.2
1.2 0.5 0.6
-0.4 0.2 -0.9
0.0 0.6 -0.2
2.0 1.0 0.3
1.6 -0.6 -1.5
-2.1 -1.4 2.3
2.5 0.3 1.2
-0.8 -0.4 -1.0
0.0 0.3 0.7
0.5 0.5 1.4
-0.7 1.4 -0.6
-0.6 -2.1 -1.6
-1.5 0.2 0.0
0.5 -0.2 0.4
0.0 0.2 0.5
-0.2 0.0 -0.4
-0.4 0.5 0.4
0.1 0.1 0.1
0.6 -0.3 -0.4
-0.3 -1.0 0.3
-1.3 -0.3 0.0
-0.1 0.5 0.3
-0.6 1.2 -1.6
-0.3 -0.8 -0.1
-0.1 0.7 -0.3
0.2 -0.6 0.6
-0.2 0.0 -0.1
-0.5 0.6 -0.9
1.2 -1.3 0.8
-0.8 -1.0 0.8
-1.1 3.3 -1.8

The LUMO energy is 3.92 eV. The value obtained for the frontier orbital gap is 4.30 eV. Its highest occupied orbital energy is -0.39 eV. The net charge is -2. For the relative energy (zero: lowest compared OMol25 entry of this formula, charge and spin), the calculation gives 0.0 kJ/mol. The multiplicity is 1.